No. 1
This record from OMol25 describes a molecular structure, CF5LiNiO3P in a non-equilibrium geometry. The level of theory is wB97M-V/def2-TZVPD.

Properties
- HOMO-LUMO gap (spin up / spin down) (eV) = 11.10 / 10.47
- expectation value of S² = 2.004
- spin multiplicity = 3
- charge = +1
- HOMO energy (spin up / spin down) (eV) = -16.230 / -16.184

CARTESIAN COORDINATES (ANGSTROEM)
P 1.010 0.542 -0.029
F 1.847 0.565 1.301
F -2.025 1.464 -1.114
F 2.314 0.314 -0.918
F 0.901 2.020 -0.556
F -0.349 0.886 0.940
O 0.527 -0.951 -0.353
O -0.408 -2.949 -0.264
C -0.566 -1.754 -0.076
O -1.665 -1.225 0.251
Li -2.304 -3.340 0.173
Ni -2.189 0.569 0.398

These are the Löwdin partial charges, in e, on atoms 1 to 2:
1 P 0.540
2 F -0.026


No. 2
This record from OMol25 describes 2 unconnected molecules or ions with the total composition CF6P2S2 in a non-equilibrium geometry. The level of theory is wB97M-V/def2-TZVPD.

Properties
- HOMO-LUMO gap (eV) = 8.87
- energy above the lowest of the compared OMol25 structures with the same formula, charge and spin (kcal per mole) = 13.38
- spin multiplicity = 1
- charge = 0
- HOMO energy (eV) = -10.039

CARTESIAN COORDINATES (ANGSTROEM)
C 1.419 -1.216 0.909
F 1.945 -0.271 1.659
F 2.348 -2.190 0.694
F 0.439 -1.792 1.661
F 0.493 0.844 -0.295
F 1.561 -0.836 -1.728
F -2.064 0.450 0.621
P 0.373 -0.782 -0.658
P -2.101 1.601 -0.542
S -2.762 0.782 -2.142
S -1.650 3.409 -0.178

These are the Löwdin partial charges, in e, on atoms 1 to 2:
1 C -0.711
2 F 0.141


No. 3
This record from OMol25 describes 2 unconnected molecules or ions with the total composition CFIO in a non-equilibrium geometry. The level of theory is wB97M-V/def2-TZVPD.

Properties
- HOMO-LUMO gap (spin up / spin down) (eV) = 7.52 / 8.80
- energy above the lowest of the compared OMol25 structures with the same formula, charge and spin (kcal per mole) = 183.78
- spin multiplicity = 1
- charge = 0
- HOMO energy (spin up / spin down) (eV) = -8.928 / -10.225

CARTESIAN COORDINATES (ANGSTROEM)
C 0.010 0.234 0.150
O 1.405 -1.475 -0.080
F 0.537 1.365 -0.081
I -1.952 -0.124 0.011

These are the Löwdin partial charges, in e, on atoms 1 to 2:
1 C -0.715
2 O -0.254


No. 4
This record from OMol25 describes a single CFNO2 molecule in a non-equilibrium geometry. The level of theory is wB97M-V/def2-TZVPD.

Properties
- HOMO-LUMO gap (spin up / spin down) (eV) = 8.40 / 8.48
- energy above the lowest of the compared OMol25 structures with the same formula, charge and spin (kcal per mole) = 13.08
- spin multiplicity = 1
- charge = 0
- HOMO energy (spin up / spin down) (eV) = -10.123 / -10.064

CARTESIAN COORDINATES (ANGSTROEM)
O 1.650 -0.752 0.278
N 0.870 -0.056 -0.273
C -0.461 0.219 0.014
O -1.084 -0.772 0.264
F -0.975 1.361 -0.282

These are the Löwdin partial charges, in e, on atoms 1 to 2:
1 O 0.122
2 N 0.046


No. 5
This record from OMol25 describes a single CFNO3S molecule in a non-equilibrium geometry. The level of theory is wB97M-V/def2-TZVPD.

Properties
- HOMO-LUMO gap (eV) = 8.22
- energy above the lowest of the compared OMol25 structures with the same formula, charge and spin (kcal per mole) = 47.22
- spin multiplicity = 1
- charge = 0
- HOMO energy (eV) = -11.336

CARTESIAN COORDINATES (ANGSTROEM)
N 1.907 1.006 -0.888
C 1.376 0.382 -0.086
O 0.712 -0.248 0.735
S -1.291 -0.339 0.099
O -1.969 -0.601 1.288
O -1.428 -1.101 -1.079
F -1.416 1.267 -0.154

These are the Löwdin partial charges, in e, on atoms 1 to 2:
1 N 0.174
2 C -0.526


No. 6
This record from OMol25 describes 3 unconnected molecules or ions with the total composition CH10N2O2 in a non-equilibrium geometry. The level of theory is wB97M-V/def2-TZVPD.

Properties
- HOMO-LUMO gap (eV) = 10.10
- energy above the lowest of the compared OMol25 structures with the same formula, charge and spin (kcal per mole) = 29.96
- spin multiplicity = 1
- charge = 0
- HOMO energy (eV) = -9.225

CARTESIAN COORDINATES (ANGSTROEM)
N -1.259 -3.171 0.009
C -1.561 -1.819 -0.285
N -1.626 -0.808 0.758
H -2.010 -3.699 0.551
H -0.321 -3.198 0.523
H -2.485 -1.826 -0.799
H -0.704 -1.744 -0.940
H -0.732 -1.073 1.245
H -2.266 -1.148 1.460
O -1.276 3.286 1.550
H -1.978 3.935 1.747
H -0.817 3.581 0.827
O 5.148 1.871 -2.011
H 5.061 1.670 -2.974
H 4.831 1.012 -1.617

These are the Löwdin partial charges, in e, on atoms 1 to 2:
1 N -0.055
2 C -0.446


No. 7
This record from OMol25 describes 3 unconnected molecules or ions with the total composition CH10N3O2 in a non-equilibrium geometry. The level of theory is wB97M-V/def2-TZVPD.

Properties
- HOMO-LUMO gap (eV) = 12.34
- energy above the lowest of the compared OMol25 structures with the same formula, charge and spin (kcal per mole) = 13.43
- spin multiplicity = 1
- charge = +1
- HOMO energy (eV) = -15.190

CARTESIAN COORDINATES (ANGSTROEM)
N -0.884 0.100 -0.600
C -0.374 -0.528 -1.648
N 0.806 -1.179 -1.520
N -0.944 -0.468 -2.839
H -0.368 0.239 0.283
H -1.884 0.084 -0.462
H 1.487 -1.107 -2.264
H 1.202 -1.050 -0.597
H -1.838 -0.023 -3.004
H -0.604 -1.121 -3.526
H 1.125 0.563 1.814
H 0.645 -0.808 2.146
O 0.933 -0.286 1.382
H 0.900 1.558 4.059
H -0.507 2.241 3.462
O 0.306 1.783 3.314

These are the Löwdin partial charges, in e, on atoms 1 to 2:
1 N 0.198
2 C -0.480


No. 8
This record from OMol25 describes 3 unconnected molecules or ions with the total composition CH10N3O2 in a non-equilibrium geometry. The level of theory is wB97M-V/def2-TZVPD.

Properties
- HOMO-LUMO gap (eV) = 11.97
- energy above the lowest of the compared OMol25 structures with the same formula, charge and spin (kcal per mole) = 19.29
- spin multiplicity = 1
- charge = +1
- HOMO energy (eV) = -14.899

CARTESIAN COORDINATES (ANGSTROEM)
N 0.515 0.086 -1.010
C -0.810 0.097 -1.196
N -1.626 -0.801 -0.706
N -1.180 0.975 -2.155
H 1.005 -0.589 -0.398
H 1.073 0.897 -1.257
H -2.582 -0.969 -1.014
H -1.420 -1.379 0.102
H -0.607 1.679 -2.580
H -2.167 1.194 -2.178
H 1.387 -2.729 1.554
H 1.110 -1.374 2.203
O 1.067 -1.840 1.360
H 0.934 1.112 2.739
H 2.018 2.008 2.537
O 1.283 1.632 1.998

These are the Löwdin partial charges, in e, on atoms 1 to 2:
1 N 0.203
2 C -0.467


Please write out number 4 again, unchanged.
This record from OMol25 describes a single CFNO2 molecule in a non-equilibrium geometry. The level of theory is wB97M-V/def2-TZVPD.

Properties
- HOMO-LUMO gap (spin up / spin down) (eV) = 8.40 / 8.48
- energy above the lowest of the compared OMol25 structures with the same formula, charge and spin (kcal per mole) = 13.08
- spin multiplicity = 1
- charge = 0
- HOMO energy (spin up / spin down) (eV) = -10.123 / -10.064

CARTESIAN COORDINATES (ANGSTROEM)
O 1.650 -0.752 0.278
N 0.870 -0.056 -0.273
C -0.461 0.219 0.014
O -1.084 -0.772 0.264
F -0.975 1.361 -0.282

These are the Löwdin partial charges, in e, on atoms 1 to 2:
1 O 0.122
2 N 0.046